Run w
The following is a quantum chemistry calculation of a single C5H8N2O2 molecule, from the OMol25 dataset.

Structure (ORCA input):
```
! wB97M-V def2-TZVPD RIJCOSX def2/J DEFGRID3
* xyz 0 1
N 0.077 -0.808 0.145
C -0.098 0.663 0.473
H -1.541 1.965 1.366
C 0.696 1.676 -0.319
H 0.781 2.599 0.253
H -2.028 0.264 1.350
O 1.451 -0.951 -1.816
C 0.612 -0.308 1.301
O 1.252 -0.629 2.249
H 0.400 -3.381 -1.593
H 1.695 1.308 -0.540
H 0.195 1.890 -1.263
C 0.685 -1.460 -1.053
H -2.077 1.222 -0.144
C -1.529 1.046 0.781
N 0.009 -2.618 -1.062
H -0.579 -2.477 -0.127
*
```

M = 128.131 g/mol
structure (SMILES) = CC1(C)C(=O)N1C(N)=O

Löwdin atomic charge list, values in e, 4 entries: atom 1 (N): 0.11, atom 2 (C): -0.37, atom 3 (H): 0.09, atom 4 (C): -0.01

Run x
The following is a quantum chemistry calculation of a single C5H8N2O2 molecule, from the OMol25 dataset.

Structure (ORCA input):
```
! wB97M-V def2-TZVPD RIJCOSX def2/J DEFGRID3
* xyz 0 1
H -2.228 -1.681 -0.274
N -0.139 -2.291 -0.002
N 0.207 2.452 -1.079
H 0.711 3.112 0.567
H 1.141 -0.248 -1.590
O 0.519 3.529 -0.303
C 0.366 1.340 -0.521
H -0.655 0.147 -1.875
H 1.647 -0.605 1.326
H 0.087 -0.159 2.090
C 0.649 -0.172 1.186
C -0.101 -0.855 0.046
H -1.610 -1.607 1.434
H -0.174 -2.579 -0.993
O 0.778 1.191 0.765
C 0.150 0.024 -1.143
C -1.350 -1.599 0.366
*
```

M = 128.131 g/mol
structure (SMILES) = O/N=C1/C[C@]2(CN2)CO1

Löwdin atomic charge list, values in e, 4 entries: atom 1 (H): 0.11, atom 2 (N): 0.06, atom 3 (N): 0.04, atom 4 (H): 0.09

Most stable structure - run w; separation to the second - 0.0660 hartree.

Run w
The following is a quantum chemistry calculation of a single C4H4O3 molecule, from the OMol25 dataset.

Structure (ORCA input):
```
! wB97M-V def2-TZVPD RIJCOSX def2/J DEFGRID3
* xyz 0 1
O 0.946 0.711 -1.252
H 0.261 -2.411 1.646
O 0.640 -1.186 0.236
C -1.269 -0.111 -0.734
H -1.651 0.765 -1.286
H 1.752 1.191 0.628
C -0.006 -1.371 1.373
H 0.255 2.192 0.190
O -1.914 -1.107 -0.541
C 0.825 1.272 0.062
C 0.174 0.028 -0.313
*
```

M = 100.073 g/mol

Löwdin atomic charge list, values in e, 4 entries: atom 1 (O): 0.05, atom 2 (H): 0.03, atom 3 (O): -0.04, atom 4 (C): -0.14

Run x
The following is a quantum chemistry calculation of a single C4H4O3 molecule, from the OMol25 dataset.

Structure (ORCA input):
```
! wB97M-V def2-TZVPD RIJCOSX def2/J DEFGRID3
* xyz 0 1
H -1.776 2.315 0.192
C 0.780 -1.474 0.040
O 0.960 0.278 -1.581
C -1.428 1.273 0.070
C 0.047 1.030 0.390
O 0.636 1.728 1.178
H 1.500 -2.040 -0.560
H -0.249 -1.816 -0.135
O -2.145 0.356 -0.247
C 0.689 -0.068 -0.453
H 0.987 -1.581 1.107
*
```

M = 100.073 g/mol
structure (SMILES) = CC(=O)C(=O)C=O

Löwdin atomic charge list, values in e, 4 entries: atom 1 (H): 0.14, atom 2 (C): 0.01, atom 3 (O): 0.13, atom 4 (C): -0.14

Run y
The following is a quantum chemistry calculation of a single C4H4O3 molecule, from the OMol25 dataset.

Structure (ORCA input):
```
! wB97M-V def2-TZVPD RIJCOSX def2/J DEFGRID3
* xyz 0 1
C -0.716 1.191 -0.735
H 1.506 -1.635 -0.393
H -1.281 0.079 1.686
C -1.047 -0.326 0.692
O -1.767 0.374 -0.331
H 2.122 0.012 -0.948
O 1.400 0.043 1.000
H -1.134 -1.410 0.686
C 1.454 -0.550 -0.299
O -0.803 2.061 -1.545
C 0.267 0.162 0.188
*
```

M = 100.073 g/mol
structure (SMILES) = O=C1OC[C@@]12CO2

Löwdin atomic charge list, values in e, 4 entries: atom 1 (C): -0.29, atom 2 (H): 0.12, atom 3 (H): 0.14, atom 4 (C): -0.09

Run z
The following is a quantum chemistry calculation of C4H4O3 as an isolated structure, from the OMol25 dataset.

Structure (ORCA input):
```
! wB97M-V def2-TZVPD RIJCOSX def2/J DEFGRID3
* xyz 0 1
O -0.657 1.452 0.518
H -2.320 0.158 0.144
O 1.296 -1.552 0.201
H 2.109 0.218 0.807
H 0.246 0.762 -1.983
H -1.554 0.011 1.819
O 0.808 -1.114 -1.677
C 1.225 -0.373 0.531
C -1.427 0.271 0.764
C -0.079 0.221 0.164
C 0.354 -0.054 -1.288
*
```

M = 100.073 g/mol

Löwdin atomic charge list, values in e, 4 entries: atom 1 (O): 0.01, atom 2 (H): 0.12, atom 3 (O): 0.04, atom 4 (H): 0.15

Most stable structure - run x; separation to the second - 0.0477 hartree.

Run w
The following is a quantum chemistry calculation of a 2-piece molecular cluster, C4H4N2O2 overall, from the OMol25 dataset.

Structure (ORCA input):
```
! wB97M-V def2-TZVPD RIJCOSX def2/J DEFGRID3
* xyz 0 1
H 0.299 -1.001 1.814
C -0.143 0.225 0.194
C -1.317 -0.798 -0.575
O -1.119 1.132 0.796
N 2.032 0.172 -0.639
C 0.805 -0.462 1.019
N 1.868 -0.781 0.439
O -2.437 -0.482 -0.290
H -0.795 -1.503 -1.394
H -0.409 2.155 0.346
C 0.891 0.686 -0.918
H 0.627 1.507 -1.730
*
```

M = 112.088 g/mol

Löwdin atomic charge list, values in e, 4 entries: atom 1 (H): 0.14, atom 2 (C): -0.46, atom 3 (C): -0.11, atom 4 (O): -0.10

Run x
The following is a quantum chemistry calculation of C4H4N2O2 as an isolated structure, from the OMol25 dataset.

Structure (ORCA input):
```
! wB97M-V def2-TZVPD RIJCOSX def2/J DEFGRID3
* xyz 0 1
N -0.374 0.683 -1.190
H -0.872 0.758 -1.995
C 0.133 -1.598 0.219
O 0.701 0.004 1.740
C 0.176 1.538 -0.312
C 0.538 0.324 0.472
C -0.557 -0.397 -0.166
O 0.134 2.786 -0.333
N 0.770 -1.461 1.318
H -0.400 -2.661 0.041
H 1.450 0.309 -0.086
H -1.698 -0.286 0.292
*
```

M = 112.088 g/mol

Löwdin atomic charge list, values in e, 4 entries: atom 1 (N): 0.15, atom 2 (H): 0.11, atom 3 (C): -0.13, atom 4 (O): 0.06

Run y
The following is a quantum chemistry calculation of C4H4N2O2 as an isolated structure, from the OMol25 dataset.

Structure (ORCA input):
```
! wB97M-V def2-TZVPD RIJCOSX def2/J DEFGRID3
* xyz 0 1
N -0.762 1.628 -0.033
N 0.977 -2.637 0.870
O 1.332 0.717 -1.571
H 0.585 -1.458 -2.301
H -1.836 1.804 -0.314
C 0.785 -1.472 1.089
C 0.589 -0.484 -1.709
H -0.307 2.340 0.953
H -0.443 0.153 2.325
C -0.485 0.222 0.101
O -0.529 -0.616 -0.752
C 0.093 -0.197 1.344
*
```

M = 112.088 g/mol

Löwdin atomic charge list, values in e, 4 entries: atom 1 (N): 0.06, atom 2 (N): 0.13, atom 3 (O): -0.04, atom 4 (H): 0.17

Most stable structure - run w; separation to the second - 0.0172 hartree.

Run w
The following is a quantum chemistry calculation of a single C4H4N2O2 molecule, from the OMol25 dataset.

Structure (ORCA input):
```
! wB97M-V def2-TZVPD RIJCOSX def2/J DEFGRID3
* xyz 0 1
C 0.860 0.608 0.859
C -1.348 0.125 0.220
H -0.803 1.529 1.615
N -0.475 0.771 1.043
H -1.626 -1.067 -1.586
O 1.678 1.103 1.609
H 2.376 -0.141 -0.236
O -2.519 0.239 0.428
H 0.871 -1.477 -1.880
C -0.877 -0.632 -0.906
C 0.504 -0.832 -1.060
N 1.359 -0.226 -0.104
*
```

M = 112.088 g/mol
structure (SMILES) = O=c1cc[nH]c(=O)[nH]1

Löwdin atomic charge list, values in e, 4 entries: atom 1 (C): -0.54, atom 2 (C): -0.53, atom 3 (H): 0.18, atom 4 (N): 0.22

Run x
The following is a quantum chemistry calculation of a single C4H4N2O2 molecule, from the OMol25 dataset.

Structure (ORCA input):
```
! wB97M-V def2-TZVPD RIJCOSX def2/J DEFGRID3
* xyz 0 1
H 0.047 -2.051 0.909
N -1.248 0.941 0.287
C 1.049 1.154 -0.222
C -1.036 -0.328 0.066
H 2.827 -0.165 0.252
C 1.115 -0.265 -0.191
N -0.169 1.649 0.094
O 2.275 -0.931 -0.001
H -2.832 -0.070 -0.254
H 2.034 1.801 -0.401
C 0.107 -0.992 0.191
O -2.221 -0.952 -0.278
*
```

M = 112.088 g/mol
structure (SMILES) = Oc1cnnc(O)c1

Löwdin atomic charge list, values in e, 4 entries: atom 1 (H): 0.24, atom 2 (N): 0.06, atom 3 (C): -0.06, atom 4 (C): -0.44

Most stable structure - run w; separation to the second - 0.1603 hartree.

Run w
The following is a quantum chemistry calculation of a single C4H4N2O2 molecule, from the OMol25 dataset.

Structure (ORCA input):
```
! wB97M-V def2-TZVPD RIJCOSX def2/J DEFGRID3
* xyz 0 1
C -1.838 0.613 -0.512
H -1.854 0.750 -1.583
H 1.175 0.947 -1.432
C -0.713 0.358 0.132
C 0.574 -0.336 1.588
O 1.164 -0.788 2.506
H 1.846 -1.523 -1.292
H -2.692 0.988 0.039
N 0.907 0.806 -0.457
C 0.829 -0.491 -0.024
N 1.214 -1.643 -0.499
O -0.613 0.319 1.534
*
```

M = 112.088 g/mol

Löwdin atomic charge list, values in e, 4 entries: atom 1 (C): 0.13, atom 2 (H): 0.08, atom 3 (H): 0.12, atom 4 (C): -0.24

Run x
The following is a quantum chemistry calculation of a single C4H4N2O2 molecule, from the OMol25 dataset.

Structure (ORCA input):
```
! wB97M-V def2-TZVPD RIJCOSX def2/J DEFGRID3
* xyz 0 1
N -1.071 -0.167 0.847
C 0.095 -0.835 1.099
C -0.947 0.607 -0.294
H 0.784 0.856 -1.633
C 0.291 0.443 -0.779
C 2.256 -0.886 -0.074
O 2.991 -0.552 -0.958
H 2.518 -1.582 0.738
H -1.890 -0.244 1.424
H -1.757 1.206 -0.656
N 0.961 -0.445 0.062
O 0.345 -1.592 2.001
*
```

M = 112.088 g/mol
structure (SMILES) = O=Cn1cc[nH]c1=O

Löwdin atomic charge list, values in e, 4 entries: atom 1 (N): 0.13, atom 2 (C): -0.49, atom 3 (C): -0.08, atom 4 (H): 0.12

Most stable structure - run x; separation to the second - 0.2003 hartree.

Run w
The following is a quantum chemistry calculation of a single C4H4N2O2 molecule, from the OMol25 dataset.

Structure (ORCA input):
```
! wB97M-V def2-TZVPD RIJCOSX def2/J DEFGRID3
* xyz 0 1
C -0.098 -1.123 0.015
H -1.798 0.514 1.504
O 1.009 -0.635 -0.852
H 1.235 0.329 1.012
C -0.706 0.905 0.182
H 0.075 2.647 -1.197
C 0.131 -0.077 1.041
N 0.993 0.724 -1.266
H -1.756 0.654 -0.430
O -0.388 -2.240 -0.008
N -0.962 0.855 1.653
C 0.184 1.596 -0.691
*
```

M = 112.088 g/mol
structure (SMILES) = O=C1ON=C[C@@H]2N[C@@H]12

Löwdin atomic charge list, values in e, 4 entries: atom 1 (C): -0.45, atom 2 (H): 0.01, atom 3 (O): -0.06, atom 4 (H): 0.20

Run x
The following is a quantum chemistry calculation of a single C4H4N2O2 molecule, from the OMol25 dataset.

Structure (ORCA input):
```
! wB97M-V def2-TZVPD RIJCOSX def2/J DEFGRID3
* xyz 0 1
H -2.302 1.580 0.137
O -2.372 -1.070 -0.089
H -0.102 -1.635 -0.718
N -0.118 1.502 0.016
C 0.074 -0.778 0.132
H 0.500 -1.419 1.104
N -1.387 1.007 -0.075
C 2.121 0.295 0.094
C 0.672 0.458 -0.094
H 2.967 1.217 -0.058
C -1.383 -0.307 0.135
O 2.444 -0.845 -0.118
*
```

M = 112.088 g/mol
structure (SMILES) = O=CC1=NNC(=O)C1

Löwdin atomic charge list, values in e, 4 entries: atom 1 (H): 0.23, atom 2 (O): 0.00, atom 3 (H): 0.21, atom 4 (N): 0.15

Most stable structure - run x; separation to the second - 0.1319 hartree.